# 1
{
  "formula": "C3H3NOS",
  "method": "ωB97M-V with the def2-TZVPD basis set",
  "relative_energy_kcal_mol": 60.6,
  "homo_energy_ev": -9.873,
  "e_tot_ha": -644.190306,
  "lumo_ev": -0.914,
  "homo_lumo_gap_ev": 8.959,
  "species": ["C", "C", "C", "N", "O", "S", "H", "H", "H"],
  "coordinates": [[0.22961, -1.95889, 0.18415], [1.00742, -0.08618, -1.08747], [0.77607, -0.63395, 0.36167], [-0.16345, -2.97391, -0.14529], [0.78675, 1.09420, -1.36895], [-0.47890, 0.38619, 1.24544], [1.44276, -0.80912, -1.74691], [2.04913, -0.55007, 1.26287], [-0.20319, 1.39283, 0.43701]]
}

# 2
{
  "formula": "C3H3NOS",
  "method": "ωB97M-V with the def2-TZVPD basis set",
  "relative_energy_kcal_mol": 14.9,
  "smiles": "O=C1CC=NS1",
  "homo_energy_ev": -9.377,
  "e_tot_ha": -644.263134,
  "lumo_ev": 0.666,
  "homo_lumo_gap_ev": 10.043,
  "species": ["C", "C", "C", "H", "H", "H", "N", "O", "S"],
  "coordinates": [[0.30369, 0.26956, -0.86292], [-0.57944, -0.95637, -0.92089], [-1.00865, -1.22956, 0.49950], [-1.46032, -0.70273, -1.63656], [0.08521, -1.62622, -1.57035], [-1.84009, -2.01057, 0.67807], [-0.52242, -0.45187, 1.38968], [0.71730, 0.90302, -1.76699], [0.55251, 0.73604, 0.91518]]
}

# 3
{
  "formula": "C3H3NOS",
  "method": "ωB97M-V with the def2-TZVPD basis set",
  "relative_energy_kcal_mol": 48.0,
  "smiles": "N#CC(=O)CS",
  "homo_energy_ev": -9.913,
  "e_tot_ha": -644.210365,
  "lumo_ev": -0.837,
  "homo_lumo_gap_ev": 9.077,
  "species": ["C", "C", "C", "H", "H", "H", "N", "O", "S"],
  "coordinates": [[0.36390, 0.85752, 0.38783], [0.35995, -0.72846, 0.65757], [-0.75323, -1.39485, -0.09193], [-0.54530, 0.69381, -2.03904], [1.10982, 1.48782, 0.75265], [-0.59153, 1.32119, 0.74919], [-1.59075, -2.32416, -0.18682], [1.15906, -1.36772, 1.19149], [0.48809, 1.45485, -1.42094]]
}

# 4
{
  "formula": "C3H3NOS",
  "method": "ωB97M-V with the def2-TZVPD basis set",
  "relative_energy_kcal_mol": 80.4,
  "homo_energy_ev": -9.629,
  "e_tot_ha": -644.158868,
  "lumo_ev": -1.419,
  "homo_lumo_gap_ev": 8.210,
  "species": ["C", "C", "C", "N", "O", "S", "H", "H", "H"],
  "coordinates": [[-0.12964, -0.48036, 1.03319], [0.26821, 1.08532, 0.50764], [-0.16359, -1.26887, -0.09289], [0.00587, -0.71348, -1.27460], [0.68479, 1.61255, -2.14287], [-0.11247, 0.90351, -1.17046], [-0.22576, -0.71704, 2.06884], [0.01045, 1.91392, 1.13464], [-0.33787, -2.33555, -0.06349]]
}